Entry 1:
Computed, not measured: C20H16BrFIrN4O4 as an isolated structure, with ωB97M-V/def2-TZVPD.

Results
Energy above the lowest of the compared OMol25 structures with the same formula, charge and spin in kcal per mole: 13.6
Orbital gap in eV: 6.844
LUMO level in eV: -4.6

ORCA input file:
```
! RIJCOSX wB97M-V def2-TZVPD def2/J DEFGRID3
* xyz 1 1
Ir -0.01 0.08 -0.03
Br 2.44 0.16 0.28
C 2.53 2.07 0.40
C 3.73 2.68 0.60
C 3.78 4.08 0.58
C 2.64 4.80 0.32
C 1.41 4.16 0.11
C 0.24 4.89 -0.21
C -0.95 4.26 -0.45
C -1.04 2.86 -0.32
C 0.06 2.07 0.00
C 1.32 2.74 0.18
H 4.64 2.10 0.75
H 4.72 4.59 0.74
H 2.68 5.88 0.27
H 0.31 5.97 -0.28
H -1.83 4.83 -0.72
H -2.00 2.40 -0.48
C -4.88 -1.83 -1.51
N -3.92 -0.97 -0.82
C -4.19 -0.17 0.27
C -3.00 0.38 0.65
N -2.03 -0.08 -0.21
C -2.62 -0.90 -1.07
H -5.88 -1.44 -1.36
H -4.81 -2.85 -1.12
H -4.66 -1.83 -2.57
H -5.18 -0.07 0.68
H -2.78 1.04 1.46
H -2.12 -1.46 -1.84
F 2.19 -7.04 -0.57
C 1.08 -6.32 -0.47
C 0.95 -5.38 0.47
N -0.22 -4.64 0.59
C -0.33 -3.56 1.54
C -0.07 -2.24 0.88
O -0.15 -1.15 1.56
O 0.11 -2.11 -0.35
C -1.28 -4.80 -0.28
O -2.28 -4.10 -0.23
N -1.11 -5.79 -1.22
C 0.01 -6.60 -1.43
O 0.05 -7.42 -2.31
H 1.73 -5.18 1.18
H 0.32 -3.71 2.40
H -1.36 -3.52 1.90
H -1.88 -5.93 -1.85
*
```

Calculated atomic charges, method Mulliken, unit e: 0.75 -0.08 0.91 -0.77 -0.54 -0.95 0.70 -0.64 -1.29 0.16 0.26 0.16 0.41 0.40 0.39 0.40 0.41 0.44 -0.84 0.15 -0.44 -0.84 -0.07 -0.30 0.33 0.31 0.35 0.48 0.63 0.49 -0.29 0.20 0.05 0.21 -1.50 1.35 -0.68 -0.70 0.45 -0.62 -0.07 0.32 -0.56 0.40 0.48 0.34 0.23


Entry 2:
Computed, not measured: one molecule with the formula C20H16ClF3N2O3S at a distorted geometry, with ωB97M-V/def2-TZVPD.

Results
Orbital gap in eV: 7.748
LUMO level in eV: -0.6
SMILES: Cc1cc(C)cc(NS(=O)(=O)c2ccc(Oc3ncc(C(F)(F)F)cc3Cl)cc2)c1

ORCA input file:
```
! RIJCOSX wB97M-V def2-TZVPD def2/J DEFGRID3
* xyz 0 1
C -4.22 -2.59 -1.47
C -3.68 -1.81 -0.37
C -3.75 -0.33 -0.40
C -3.44 0.28 0.71
C -2.99 -0.53 1.71
C -3.01 -1.83 1.94
C -3.44 -2.58 0.93
H -3.32 -3.51 0.65
C -2.52 -2.43 3.02
H -2.09 -3.50 2.87
H -3.33 -2.32 3.86
H -1.74 -1.81 3.47
H -2.68 0.03 2.61
N -3.55 1.79 0.75
S -3.05 2.55 -0.75
O -3.95 2.26 -1.62
O -2.87 3.75 -0.11
C -1.45 1.81 -0.82
C -1.15 0.96 -1.89
C -0.04 0.31 -1.85
C 1.02 0.69 -1.28
C 0.77 1.81 -0.11
C -0.37 2.41 -0.07
H -0.59 3.15 0.75
H 1.72 2.23 0.09
O 2.32 0.04 -1.45
C 3.44 0.07 -0.90
N 3.67 1.35 -0.02
C 4.77 1.33 0.62
C 5.97 0.57 0.19
C 5.76 -0.29 -0.89
C 4.45 -0.61 -1.48
Cl 4.20 -1.75 -2.51
H 6.55 -1.14 -1.19
C 7.26 0.75 0.72
F 7.62 0.09 1.69
F 7.45 2.01 1.14
F 8.27 0.75 0.07
H 4.92 2.20 1.25
H 0.04 -0.40 -2.59
H -2.01 0.47 -2.27
H -3.43 2.24 1.81
H -4.39 0.07 -1.19
H -5.10 -3.44 -1.26
H -4.76 -1.88 -2.41
H -3.28 -3.23 -1.97
*
```

Calculated atomic charges, method Mulliken, unit e: -1.25 0.94 -0.47 0.15 -0.54 0.92 -1.16 0.52 -1.51 0.30 0.27 0.41 0.14 -0.38 1.06 -0.51 -0.68 0.59 -0.62 -0.53 0.13 -0.52 -0.67 0.37 0.59 -0.23 0.25 -0.22 -0.53 0.15 -0.25 0.43 -0.25 0.21 0.81 -0.27 -0.34 -0.29 0.42 0.48 0.45 0.33 0.48 0.28 0.27 0.25


Entry 3:
Computed, not measured: one molecule with the formula C20H16F3N3O5S at a distorted geometry, with ωB97M-V/def2-TZVPD.

Results
Orbital gap in eV: 8.126
LUMO level in eV: -1.4
SMILES: O=C(N[C@@H]1CS(=O)(=O)C[C@H]1O)c1ccc2cc(Oc3ccc(C(F)(F)F)nc3)ccc2n1

ORCA input file:
```
! RIJCOSX wB97M-V def2-TZVPD def2/J DEFGRID3
* xyz 0 1
O 0.15 -3.17 -1.93
O 4.89 -5.13 1.48
O 3.39 -6.98 2.20
F 2.40 8.71 1.94
F 1.29 9.42 0.14
F 0.66 10.07 2.16
N -0.97 7.86 2.03
N -0.04 -0.55 0.51
O -2.17 4.43 1.69
O 1.83 -5.30 -2.04
C 0.29 -2.55 -0.89
C -1.73 6.75 2.09
C -0.32 -1.21 -0.67
C 0.27 7.79 1.50
C 0.74 6.59 0.90
C -0.09 5.47 0.92
C -0.88 2.50 2.32
C -1.08 -0.57 -1.63
C -1.34 5.51 1.57
C -1.69 3.16 1.41
C -0.30 1.25 1.98
C -1.68 0.66 -1.39
C -2.00 2.51 0.19
C -0.58 0.64 0.77
C -1.43 1.27 -0.13
N 1.07 -3.11 0.11
C 1.17 9.01 1.41
C 3.33 -6.14 -0.39
C 2.31 -4.60 1.56
C 2.59 -4.89 -0.89
C 1.57 -4.47 0.22
S 3.60 -5.82 1.32
H 1.29 -4.52 -2.32
H -2.69 6.80 2.58
H 1.72 6.56 0.43
H 0.28 4.55 0.46
H -0.71 2.95 3.26
H -1.35 -1.09 -2.53
H 0.28 0.71 2.72
H -2.39 1.10 -2.08
H -2.70 3.01 -0.50
H 1.04 -2.61 1.00
H 2.72 -7.05 -0.52
H 4.28 -6.24 -0.91
H 2.83 -3.67 1.92
H 1.55 -4.97 2.32
H 3.29 -4.07 -1.07
H 0.69 -5.15 0.18
*
```

Calculated atomic charges, method Mulliken, unit e: -0.81 -0.67 -0.68 -0.25 -0.23 -0.26 -0.52 -0.41 -0.50 -0.61 -0.06 -0.37 0.70 0.03 -0.81 0.02 -0.31 -0.45 0.50 -0.23 -0.56 -0.72 -0.43 0.03 1.08 -0.16 0.90 -0.81 -0.86 0.01 -0.01 1.24 0.43 0.44 0.35 0.44 0.52 0.44 0.46 0.42 0.36 0.33 0.40 0.41 0.44 0.35 0.28 0.13


Entry 4:
Computed, not measured: C20H17BrCl5MnN2O as an isolated structure at a distorted geometry, with ωB97M-V/def2-TZVPD.

Results
Orbital gap (alpha / beta) in eV: 5.846 / 7.635
LUMO level (alpha / beta) in eV: -8.7 / -7.0
⟨S²⟩: 6.215

ORCA input file:
```
! RIJCOSX wB97M-V def2-TZVPD def2/J DEFGRID3
* xyz 2 5
Mn 0.29 -1.41 0.70
O 1.40 -0.79 -0.83
C 1.15 0.52 -1.42
C 1.26 1.48 -0.27
C -1.01 1.43 0.86
C -1.86 0.62 -0.08
C -2.97 1.14 -0.71
C -3.75 0.31 -1.50
C -3.40 -1.03 -1.63
C -2.27 -1.47 -0.98
N -1.51 -0.67 -0.22
H 1.84 -1.43 -1.41
H 0.18 0.52 -1.90
H 1.92 0.69 -2.17
H 1.73 3.20 -1.41
H 2.27 1.39 0.11
H -1.11 2.49 0.65
H -1.39 1.29 1.88
H -3.22 2.19 -0.59
H -4.62 0.70 -2.00
H -3.98 -1.71 -2.24
H -1.95 -2.51 -1.06
C 0.97 5.35 -0.02
C 1.10 3.94 0.47
C 1.32 3.70 1.77
C 1.50 2.43 2.49
C 1.06 1.25 2.09
Br 1.42 -0.35 3.03
N 0.40 0.97 0.85
C 1.00 2.92 -0.64
H 0.93 6.07 0.80
H 0.07 5.47 -0.63
H 1.82 5.62 -0.66
H 1.41 4.57 2.41
H 2.02 2.48 3.44
H 0.03 3.04 -1.14
Cl 2.54 -3.34 -1.86
C 1.43 -4.05 -0.73
C 0.70 -3.31 0.18
C -0.13 -3.95 1.04
Cl -0.97 -2.82 2.15
C -0.33 -5.31 1.10
Cl -1.39 -5.98 2.24
C 0.41 -6.07 0.19
Cl 0.25 -7.76 0.20
C 1.28 -5.44 -0.72
Cl 2.18 -6.39 -1.81
*
```

Calculated atomic charges, method Mulliken, unit e: -0.17 -0.43 -1.19 0.11 -1.27 0.84 -0.98 -0.45 -0.88 -0.26 0.50 0.14 0.33 0.57 0.71 0.62 0.45 0.48 0.49 0.46 0.45 0.44 -1.66 0.74 -0.57 -0.69 -0.16 -0.05 1.12 -1.14 0.43 0.35 0.34 0.41 0.52 0.41 -0.30 0.98 -0.45 1.06 -0.11 -0.36 -0.14 0.51 -0.10 0.06 -0.13


Entry 5:
Computed, not measured: C20H17BrN2O11Sr as an isolated structure, with ωB97M-V/def2-TZVPD.

Results
Energy above the lowest of the compared OMol25 structures with the same formula, charge and spin in kcal per mole: 13.9
Orbital gap in eV: 6.303
LUMO level in eV: 3.8

ORCA input file:
```
! RIJCOSX wB97M-V def2-TZVPD def2/J DEFGRID3
* xyz -2 1
Sr 0.18 -0.12 0.81
O -3.33 1.99 -1.26
C -2.25 1.83 -0.68
O -1.92 0.88 0.09
C -1.20 2.96 -0.83
C -0.59 3.36 0.53
C -0.04 4.79 0.45
C 1.24 4.57 -0.40
C 1.19 3.05 -0.63
O 0.63 2.60 0.62
C 0.11 2.70 -1.67
C 0.36 1.31 -2.30
O 0.20 1.20 -3.52
O 0.78 0.41 -1.51
H -1.73 3.81 -1.26
H -1.21 3.13 1.39
H 0.21 5.17 1.44
H -0.75 5.48 -0.02
H 2.14 4.84 0.15
H 1.23 5.12 -1.34
H 2.14 2.56 -0.78
H 0.13 3.41 -2.49
Br 4.23 2.39 7.37
C 2.67 1.43 6.81
C 1.87 0.84 7.77
C 0.74 0.15 7.35
C 0.42 0.07 6.01
C 1.24 0.65 5.05
C 2.39 1.33 5.46
C 0.90 0.55 3.57
O 1.85 0.67 2.76
O -0.31 0.35 3.29
H 2.13 0.92 8.82
H 0.10 -0.32 8.09
H -0.47 -0.44 5.67
H 3.03 1.76 4.70
O 1.86 -1.97 0.32
O 1.09 -2.39 1.48
C 3.29 -4.15 -3.63
N 2.21 -3.78 -2.74
C 0.91 -3.97 -3.11
C -0.11 -3.53 -2.38
C 0.12 -2.74 -1.18
O -0.77 -2.19 -0.58
N 1.47 -2.69 -0.80
C 2.55 -3.13 -1.55
O 3.71 -2.98 -1.22
H 3.08 -5.13 -4.07
H 4.21 -4.20 -3.06
H 3.41 -3.42 -4.43
H 0.78 -4.50 -4.05
H -1.14 -3.66 -2.69
*
```

Calculated atomic charges, method Mulliken, unit e: 1.78 -0.83 -0.17 -0.68 0.21 0.06 -1.01 -0.97 0.08 -0.35 0.00 -0.15 -0.82 -0.65 0.39 0.58 0.30 0.40 0.34 0.36 0.54 0.36 -0.26 0.10 -0.35 -0.47 -0.45 0.06 -0.29 0.94 -0.76 -0.92 0.37 0.36 0.40 0.47 -0.26 -0.72 -1.13 0.07 0.13 -1.10 0.63 -0.53 0.39 0.45 -0.66 0.36 0.35 0.31 0.34 0.39


Entry 6:
Computed, not measured: one molecule with the formula C20H17ClN2O, with ωB97M-V/def2-TZVPD.

Results
Energy above the lowest of the compared OMol25 structures with the same formula, charge and spin in kcal per mole: 0.0
Orbital gap in eV: 8.510
LUMO level in eV: -0.2
SMILES: O=C(c1cc(-c2cccc(Cl)c2)nc2ccccc12)N1CCCC1

ORCA input file:
```
! RIJCOSX wB97M-V def2-TZVPD def2/J DEFGRID3
* xyz 0 1
O 2.71 -0.37 1.74
C 1.91 0.30 1.11
N 1.84 1.64 1.20
C 0.90 2.51 0.51
C 1.09 3.86 1.19
H 0.47 3.92 2.08
C 2.57 3.84 1.59
H 3.19 4.05 0.73
C 2.76 2.39 2.04
H 2.49 2.25 3.09
H 3.78 2.02 1.90
H 2.80 4.55 2.38
H 0.85 4.69 0.53
H 1.15 2.57 -0.56
H -0.12 2.13 0.60
C 0.89 -0.31 0.19
C -0.22 -0.93 0.70
C -1.16 -1.51 -0.19
N -0.99 -1.49 -1.49
C 0.09 -0.91 -2.02
C 0.25 -0.91 -3.42
C 1.35 -0.34 -3.99
C 2.34 0.26 -3.20
C 2.22 0.28 -1.84
C 1.09 -0.29 -1.22
H 2.99 0.73 -1.22
H 3.21 0.70 -3.67
H 1.47 -0.35 -5.07
H -0.52 -1.39 -4.01
C -2.37 -2.18 0.31
C -2.94 -1.87 1.54
C -4.08 -2.53 1.96
C -4.67 -3.51 1.18
C -4.10 -3.81 -0.05
C -2.96 -3.16 -0.49
H -2.52 -3.39 -1.45
Cl -4.82 -5.03 -1.04
H -5.55 -4.03 1.51
H -4.52 -2.27 2.92
H -2.52 -1.09 2.16
H -0.36 -1.00 1.76
*
```

Calculated atomic charges, method Mulliken, unit e: -0.66 -0.14 0.27 -0.53 -0.65 0.31 -0.65 0.29 -0.59 0.30 0.32 0.37 0.37 0.28 0.31 0.30 -0.45 0.65 -0.61 -0.24 -0.48 -0.54 -0.75 -0.60 1.04 0.50 0.40 0.39 0.48 0.59 -0.75 -0.58 -0.54 0.28 -0.59 0.51 -0.22 0.42 0.39 0.34 0.48


Entry 7:
Computed, not measured: C20H17FNO3Pd as an isolated structure at a distorted geometry, with ωB97M-V/def2-TZVPD.

Results
Energy above the lowest of the compared OMol25 structures with the same formula, charge and spin in kcal per mole: 14.6
Orbital gap (alpha / beta) in eV: 4.318 / 4.156
LUMO level (alpha / beta) in eV: -14.1 / -14.2

ORCA input file:
```
! RIJCOSX wB97M-V def2-TZVPD def2/J DEFGRID3
* xyz 3 1
Pd -0.02 -0.31 0.08
C 1.07 -2.35 0.52
C -0.32 -2.57 0.30
C -0.91 -2.26 -0.96
C -0.13 -1.69 -1.94
C 1.26 -1.46 -1.70
C 1.85 -1.80 -0.47
H 1.51 -2.63 1.47
H -0.92 -3.02 1.07
H -1.96 -2.47 -1.13
H -0.59 -1.47 -2.90
H 1.88 -1.06 -2.49
H 2.91 -1.66 -0.30
C -2.35 7.02 0.67
C -0.90 6.81 1.11
C 0.08 7.89 0.71
C 0.23 7.96 -0.80
C 0.48 6.62 -1.39
C 1.03 6.49 -2.65
C 1.29 5.23 -3.13
F 1.82 5.06 -4.29
C 1.02 3.98 -2.38
C 0.47 4.06 -1.19
C 0.15 2.84 -0.38
O 0.41 1.73 -0.79
C -0.53 3.06 0.92
C -0.75 4.35 1.29
N -0.42 5.46 0.52
C 0.17 5.38 -0.65
C -0.93 1.99 1.88
O -1.34 2.43 2.95
O -0.84 0.77 1.55
H -2.67 7.98 1.07
H -3.00 6.24 1.07
H -2.45 7.04 -0.42
H -0.85 6.64 2.18
H 1.04 7.72 1.19
H -0.30 8.83 1.10
H 1.03 8.62 -1.11
H -0.67 8.35 -1.29
H 1.27 7.36 -3.25
H 1.26 3.03 -2.84
H -1.23 4.54 2.24
*
```

Calculated atomic charges, method Mulliken, unit e: 0.78 -0.20 -0.74 -0.01 -0.51 -0.13 -0.30 0.44 0.53 0.43 0.45 0.51 0.45 -1.17 -0.31 -1.07 -0.84 0.75 -0.87 -0.03 -0.17 -0.28 0.29 1.44 -0.77 -0.43 -0.48 -0.02 0.63 0.47 -0.56 -0.73 0.39 0.43 0.40 0.52 0.38 0.42 0.60 0.42 0.62 0.64 0.65


Entry 8:
Computed, not measured: C20H18AuClF9O3PS as an isolated structure, with ωB97M-V/def2-TZVPD.

Results
Energy above the lowest of the compared OMol25 structures with the same formula, charge and spin in kcal per mole: 76.0
Orbital gap (alpha / beta) in eV: 6.101 / 4.232
LUMO level (alpha / beta) in eV: -5.5 / -7.3
⟨S²⟩: 0.768

ORCA input file:
```
! RIJCOSX wB97M-V def2-TZVPD def2/J DEFGRID3
* xyz 1 2
Au 0.25 1.02 1.85
F -1.35 0.90 3.13
P -0.63 1.03 4.80
F 0.80 0.51 3.95
F -0.22 2.49 4.35
F -0.99 -0.50 4.93
F 0.15 1.09 6.14
F -2.03 1.49 5.32
C -1.70 -0.53 -1.65
S -1.56 -1.31 -0.04
C -1.72 -3.03 -0.56
H -2.70 -0.68 -2.06
H -0.96 -0.92 -2.34
H -1.53 0.54 -1.51
H -1.02 -3.25 -1.37
H -2.73 -3.25 -0.88
H -1.48 -3.67 0.29
F -3.12 7.60 -3.89
C -3.29 6.32 -4.24
F -2.69 6.16 -5.43
F -4.60 6.12 -4.43
C -2.71 5.38 -3.21
C -1.36 5.50 -2.90
C -0.80 4.66 -1.97
C -1.59 3.70 -1.34
C -2.94 3.58 -1.65
C -3.50 4.43 -2.59
C -1.01 2.82 -0.36
C -0.53 2.11 0.48
H -0.76 6.25 -3.40
H 0.25 4.74 -1.72
H -3.55 2.84 -1.15
H -4.55 4.35 -2.84
C 0.25 -3.39 2.95
C 1.32 -3.62 1.93
C 1.49 -4.83 1.31
C 2.53 -5.01 0.38
Cl 2.72 -6.50 -0.37
C 3.42 -3.95 0.05
C 3.29 -2.75 0.66
C 2.25 -2.57 1.61
O 2.07 -1.46 2.28
C 3.04 -0.39 2.21
C 2.90 0.38 0.90
O 3.78 0.34 0.09
O 1.80 1.08 0.66
H -0.49 -4.19 2.92
H -0.25 -2.44 2.79
H 0.69 -3.36 3.95
H 0.83 -5.66 1.53
H 4.19 -4.12 -0.69
H 3.94 -1.93 0.39
H 4.05 -0.79 2.27
H 2.84 0.22 3.09
*
```

Calculated atomic charges, method Mulliken, unit e: 0.72 -0.56 1.39 -0.54 -0.31 -0.31 -0.28 -0.29 -0.50 0.03 -0.87 0.39 0.33 -0.20 0.27 0.37 0.22 -0.24 0.81 -0.25 -0.28 0.34 -0.87 -0.57 0.79 -0.48 -0.53 0.00 0.28 0.40 0.46 0.49 0.48 -1.21 0.88 -0.73 0.36 -0.09 -0.97 -0.62 1.05 -0.33 -1.38 1.14 -0.56 -0.70 0.41 0.20 0.40 0.47 0.47 0.48 0.49 0.52


Entry 9:
Computed, not measured: C20H18BaN4O5S3 as an isolated structure at a distorted geometry, with ωB97M-V/def2-TZVPD.

Results
Energy above the lowest of the compared OMol25 structures with the same formula, charge and spin in kcal per mole: 17.6
Orbital gap in eV: 5.328
LUMO level in eV: 3.9

ORCA input file:
```
! RIJCOSX wB97M-V def2-TZVPD def2/J DEFGRID3
* xyz -2 1
Ba 1.51 -1.32 -0.73
S 2.79 -0.67 -3.51
C 3.87 0.65 -3.31
C 4.76 0.78 -4.51
N 5.40 0.83 -5.46
C 4.09 1.47 -2.23
S 3.24 1.46 -0.68
C 4.99 2.56 -2.37
N 5.64 3.50 -2.56
C 0.57 -4.84 2.07
C 1.14 -5.65 0.85
C 2.70 -6.05 1.05
O 0.38 -6.82 0.94
C 0.75 -4.84 -0.56
O 0.54 -3.65 -0.42
O 0.38 -5.55 -1.51
H 0.81 -5.44 2.96
H -0.50 -4.86 2.01
H 0.85 -3.81 2.23
H 2.82 -6.51 2.02
H 3.39 -5.16 1.00
H 3.06 -6.64 0.16
H 0.30 -7.22 0.08
C -2.43 5.82 2.54
C -1.98 4.34 2.36
C -2.70 3.29 2.90
C -2.32 1.94 2.75
C -1.26 1.66 1.94
C -0.53 2.71 1.32
C -0.84 3.98 1.63
S -0.96 -0.02 1.46
O 0.40 -0.31 1.91
O -1.97 -0.86 2.01
N -0.82 0.09 -0.13
C -1.59 0.62 -1.21
C -2.92 1.14 -1.16
C -3.40 1.86 -2.22
C -2.54 2.03 -3.32
C -1.33 1.36 -3.30
N -0.85 0.66 -2.33
H -1.61 6.45 2.95
H -3.30 5.82 3.17
H -2.74 6.20 1.60
H -3.57 3.46 3.50
H -2.93 1.11 3.13
H 0.35 2.46 0.73
H -0.16 4.79 1.25
H -3.52 0.92 -0.31
H -4.41 2.31 -2.32
H -2.89 2.46 -4.24
H -0.68 1.52 -4.13
*
```

Calculated atomic charges, method Mulliken, unit e: 1.47 -0.54 0.55 -0.16 -0.58 0.29 -0.50 -0.01 -0.58 -1.53 1.29 -1.35 -0.59 0.28 -0.67 -0.74 0.37 0.36 0.29 0.35 0.24 0.32 0.34 -1.33 0.80 -0.52 -0.47 -0.15 -0.47 -0.53 1.47 -0.79 -0.78 -0.28 -0.09 -0.51 -0.27 -0.61 -0.33 -0.07 0.32 0.35 0.32 0.30 0.42 0.46 0.29 0.50 0.33 0.36 0.41


Entry 10:
Computed, not measured: C20H18BiN3O as an isolated structure at a distorted geometry, with ωB97M-V/def2-TZVPD.

Results
Orbital gap in eV: 3.782
LUMO level in eV: -3.0

ORCA input file:
```
! RIJCOSX wB97M-V def2-TZVPD def2/J DEFGRID3
* xyz 0 1
C -2.47 0.65 0.02
C -1.92 1.07 1.24
C -1.01 2.15 0.97
H -2.15 0.70 2.25
C -0.99 2.35 -0.47
C -1.87 1.37 -1.01
H -2.15 1.20 -2.07
H -3.26 -0.10 -0.17
H -0.54 2.77 1.75
H -0.52 3.17 -1.01
C 1.42 -1.99 0.70
C 0.09 -2.49 0.66
C -0.40 -2.38 -0.66
H -0.42 -2.93 1.51
C 0.64 -1.86 -1.49
C 1.81 -1.66 -0.66
H 2.81 -1.43 -1.01
H 2.04 -2.02 1.60
H -1.40 -2.65 -0.99
H 0.59 -1.79 -2.57
Bi 0.82 0.56 0.16
O 2.95 2.46 -0.43
C 3.20 3.41 0.63
C 3.45 3.86 -0.79
H 2.28 3.76 1.12
H 4.10 3.24 1.25
H 2.66 4.52 -1.19
H 4.46 6.04 -2.00
C 5.21 5.26 -1.92
C 4.82 4.03 -1.31
C 5.81 3.04 -1.14
H 5.55 2.10 -0.65
C 7.11 3.25 -1.60
H 7.84 2.46 -1.49
C 7.47 4.46 -2.21
H 8.49 4.61 -2.56
C 6.52 5.47 -2.36
H 6.79 6.42 -2.82
N -2.44 -1.91 2.21
C -3.39 -2.33 1.69
N -4.53 -2.81 1.20
C -4.71 -4.10 1.22
N -4.93 -5.27 1.20
*
```

Calculated atomic charges, method Mulliken, unit e: -0.05 -0.47 -0.81 0.42 -0.69 -0.67 0.38 0.41 0.60 0.58 -1.04 -0.08 -0.36 0.49 -0.60 -0.69 0.63 0.55 0.42 0.44 1.49 -0.44 -0.38 -0.24 0.29 0.27 0.44 0.33 -0.47 0.55 -0.31 0.33 -0.55 0.37 -0.41 0.37 -0.52 0.37 -0.68 0.57 -0.69 0.48 -0.60